Below is a molecular structure, C13H12AsF6O7Sn in a non-equilibrium geometry, with properties calculated with wB97M-V/def2-TZVPD.

LUMO energy (alpha / beta): -4.8 / -4.7 eV
net charge: 0
multiplicity: 2
HOMO-LUMO gap (alpha / beta): 0.1817 / 0.1817 hartree

Last column: Mulliken charge in e.
Element x y z (Å)
H 3.27 0.38 3.31  0.35
C -0.36 -4.15 -1.43  -0.47
C 0.69 -3.14 0.53  -0.71
C 3.86 0.73 1.20  0.78
C 2.18 1.89 -0.06  -0.21
H 1.33 -5.64 0.75  0.33
O 4.92 -0.09 1.22  -0.50
H 3.95 0.96 -0.94  0.45
H -0.60 -5.02 -2.02  0.40
C -1.50 2.07 4.36  0.71
H 1.29 1.55 3.17  0.33
F -4.88 0.44 -4.21  -0.48
O 0.46 -5.50 0.36  -0.53
H 1.70 2.17 -0.98  0.52
F -3.78 1.47 -2.11  -0.50
F -3.02 3.42 -3.43  -0.49
C 3.16 0.91 2.38  -0.81
As -3.96 1.94 -3.80  1.95
F -5.54 2.74 -3.31  -0.51
C -0.74 -2.89 -1.92  -0.47
F -2.47 1.09 -4.23  -0.45
Sn -2.43 1.23 0.44  1.61
H -1.36 -2.76 -2.80  0.51
H 0.17 3.34 1.50  0.26
O 0.18 2.48 1.07  -0.36
O -0.89 1.31 5.16  -0.48
H -0.29 -0.33 -2.15  0.26
C 3.39 1.20 -0.05  -0.84
O -1.67 3.17 4.91  -0.49
O -1.96 1.72 3.31  -0.57
C 0.21 -1.91 0.15  -0.10
C -0.43 -1.76 -1.09  0.14
C 1.47 2.05 1.12  -0.15
H 1.15 -3.25 1.50  0.35
H 5.15 0.00 2.15  0.31
F -4.17 2.46 -5.50  -0.49
C 1.91 1.51 2.29  -0.03
H 0.21 -1.02 0.76  0.10
O -0.88 -0.50 -1.41  -0.24
C 0.27 -4.26 -0.21  0.53